(1)
{
  "formula": "C26H31N6O6PPd",
  "method": "the ωB97M-V functional and the def2-TZVPD basis",
  "homo_lumo_gap_ev": 5.878,
  "largest_force_ha_per_bohr": 0.034,
  "lumo_energy_ev": -5.81,
  "e_above_lowest_kcal_mol": 11.9,
  "homo_energy_ev": -11.69,
  "charge": 2,
  "species": ["Pd", "C", "C", "C", "O", "C", "O", "O", "H", "H", "H", "H", "H", "H", "H", "C", "O", "C", "C", "C", "C", "C", "C", "C", "N", "C", "C", "N", "C", "C", "C", "C", "N", "C", "C", "N", "C", "C", "C", "C", "H", "H", "H", "H", "H", "H", "H", "H", "H", "H", "H", "H", "H", "H", "N", "C", "P", "O", "O", "C", "N", "H", "H", "H", "H", "H", "H", "H", "H", "H", "H"],
  "coordinates": [[2.238, -0.055, 0.274], [6.808, -1.708, 0.384], [5.665, -1.495, -0.597], [5.960, -2.129, -1.946], [5.495, -0.068, -0.747], [4.398, -2.118, 0.006], [4.157, -3.291, -0.179], [3.639, -1.358, 0.791], [7.708, -1.225, 0.002], [7.003, -2.772, 0.510], [6.566, -1.289, 1.365], [6.881, -1.711, -2.356], [5.140, -1.951, -2.648], [6.071, -3.206, -1.844], [4.948, 0.063, -1.523], [-11.363, -0.584, -0.005], [-10.426, -1.644, 0.157], [-9.119, -1.347, 0.146], [-8.249, -2.431, 0.313], [-6.891, -2.232, 0.318], [-6.359, -0.947, 0.157], [-7.230, 0.122, -0.012], [-8.603, -0.063, -0.019], [-4.912, -0.782, 0.171], [-4.034, -1.765, 0.246], [-2.815, -1.165, 0.233], [-2.931, 0.209, 0.150], [-4.285, 0.437, 0.111], [-1.811, 1.082, 0.121], [-1.834, 2.487, 0.057], [-0.653, 3.180, 0.049], [0.563, 2.490, 0.081], [0.612, 1.169, 0.134], [-0.551, 0.463, 0.172], [-0.423, -0.956, 0.283], [0.846, -1.450, 0.361], [1.042, -2.757, 0.440], [-0.036, -3.651, 0.442], [-1.321, -3.181, 0.386], [-1.534, -1.794, 0.302], [-12.343, -1.046, 0.041], [-11.237, -0.096, -0.973], [-11.268, 0.148, 0.799], [-8.675, -3.417, 0.437], [-6.218, -3.069, 0.447], [-6.861, 1.133, -0.154], [-9.255, 0.787, -0.155], [-4.754, 1.323, 0.068], [-2.776, 3.020, 0.018], [-0.637, 4.260, 0.011], [1.495, 3.032, 0.048], [2.068, -3.103, 0.498], [0.176, -4.709, 0.501], [-2.175, -3.846, 0.401], [4.961, 4.204, -2.029], [5.595, 3.109, -1.204], [4.305, 2.692, 0.048], [3.706, 4.012, 0.375], [3.425, 1.593, -0.521], [5.246, 1.993, 1.461], [4.291, 1.173, 2.271], [4.281, 3.833, -2.692], [5.645, 4.754, -2.548], [4.448, 4.811, -1.367], [6.457, 3.557, -0.710], [5.918, 2.291, -1.841], [5.679, 2.771, 2.084], [6.012, 1.322, 1.077], [3.596, 0.793, 1.629], [3.805, 1.723, 2.977], [4.735, 0.371, 2.718]]
}

(2)
{
  "formula": "C58H66ClN3O4SeSr",
  "method": "the ωB97M-V functional and the def2-TZVPD basis",
  "homo_lumo_gap_ev": 4.341,
  "largest_force_ha_per_bohr": 0.005,
  "lumo_energy_ev": 3.31,
  "e_above_lowest_kcal_mol": 0.0,
  "homo_energy_ev": -1.03,
  "charge": -2,
  "species": ["Sr", "C", "C", "C", "C", "C", "C", "C", "Se", "C", "C", "C", "C", "C", "C", "O", "C", "C", "C", "C", "C", "C", "C", "C", "C", "O", "C", "C", "C", "C", "C", "C", "H", "H", "H", "H", "H", "H", "H", "H", "H", "H", "H", "H", "H", "H", "H", "H", "H", "H", "H", "H", "H", "H", "H", "H", "H", "H", "H", "H", "H", "H", "H", "H", "H", "H", "H", "H", "H", "H", "H", "H", "O", "C", "C", "C", "C", "N", "C", "C", "C", "C", "C", "C", "O", "C", "C", "N", "H", "H", "H", "H", "H", "H", "H", "H", "H", "H", "H", "H", "C", "C", "C", "C", "N", "C", "C", "C", "C", "C", "C", "C", "H", "H", "H", "H", "H", "H", "H", "H", "Cl", "C", "C", "C", "C", "C", "C", "C", "H", "H", "H", "H", "H", "H"],
  "coordinates": [[0.433, -1.114, 1.118], [0.772, 0.261, -7.293], [-0.430, -0.189, -6.450], [-0.816, -1.602, -6.889], [-1.620, 0.737, -6.742], [-0.082, -0.127, -4.964], [-0.114, -1.230, -4.128], [0.179, -1.123, -2.776], [0.135, -2.721, -1.703], [-1.760, -3.001, -1.518], [-2.383, -3.734, -2.518], [-3.738, -4.019, -2.475], [-4.430, -3.555, -1.354], [-3.854, -2.836, -0.319], [-2.455, -2.493, -0.383], [-1.872, -1.771, 0.516], [-4.733, -2.336, 0.834], [-6.129, -2.972, 0.828], [-4.912, -0.821, 0.664], [-4.126, -2.655, 2.210], [-4.472, -4.800, -3.562], [-3.537, -5.213, -4.699], [-5.590, -3.933, -4.160], [-5.092, -6.073, -2.969], [0.535, 0.106, -2.163], [0.788, 0.199, -0.903], [0.593, 1.247, -3.039], [0.287, 1.091, -4.379], [0.955, 2.616, -2.457], [1.040, 3.708, -3.526], [2.320, 2.555, -1.752], [-0.131, 3.036, -1.454], [0.529, 0.233, -8.360], [1.074, 1.279, -7.040], [1.627, -0.394, -7.113], [-1.059, -1.603, -7.955], [0.002, -2.307, -6.727], [-1.689, -1.963, -6.342], [-1.879, 0.713, -7.806], [-2.492, 0.426, -6.164], [-1.392, 1.769, -6.471], [-0.374, -2.210, -4.509], [-1.768, -4.082, -3.337], [-5.486, -3.784, -1.291], [-6.715, -2.688, -0.049], [-6.067, -4.063, 0.864], [-6.678, -2.633, 1.710], [-5.522, -0.612, -0.218], [-5.404, -0.380, 1.539], [-3.948, -0.340, 0.514], [-3.951, -3.730, 2.305], [-3.173, -2.161, 2.358], [-4.825, -2.352, 2.997], [-3.081, -4.343, -5.175], [-2.736, -5.862, -4.340], [-4.100, -5.760, -5.460], [-5.171, -3.026, -4.601], [-6.131, -4.480, -4.939], [-6.307, -3.631, -3.395], [-4.314, -6.714, -2.551], [-5.794, -5.835, -2.168], [-5.632, -6.636, -3.738], [0.329, 1.965, -5.018], [1.811, 3.489, -4.269], [0.088, 3.847, -4.044], [1.299, 4.655, -3.044], [3.102, 2.288, -2.469], [2.567, 3.532, -1.325], [2.310, 1.814, -0.956], [-1.078, 3.206, -1.974], [-0.277, 2.251, -0.716], [0.155, 3.962, -0.943], [-2.230, 5.918, 2.512], [-3.062, 4.813, 2.200], [-2.243, 3.557, 2.084], [-2.889, 2.334, 1.945], [-2.118, 1.196, 1.813], [-0.788, 1.219, 1.798], [-0.159, 2.387, 1.929], [-0.861, 3.581, 2.090], [1.333, 2.349, 1.913], [2.091, 3.507, 1.896], [3.478, 3.433, 1.983], [4.274, 4.718, 1.964], [3.666, 5.736, 2.745], [4.057, 2.180, 2.071], [3.223, 1.068, 2.023], [1.901, 1.135, 1.945], [-2.744, 6.724, 2.424], [-3.582, 4.974, 1.249], [-3.824, 4.670, 2.975], [-3.970, 2.262, 1.936], [-2.560, 0.216, 1.694], [-0.349, 4.521, 2.217], [1.624, 4.480, 1.836], [4.274, 5.098, 0.938], [5.307, 4.529, 2.262], [4.054, 5.750, 3.629], [5.125, 2.045, 2.193], [3.645, 0.069, 2.064], [1.353, 0.171, 5.766], [2.232, -0.807, 6.209], [2.332, -1.987, 5.501], [1.561, -2.182, 4.347], [0.739, -1.215, 3.907], [0.643, -0.086, 4.608], [1.656, -3.442, 3.560], [1.893, -4.632, 4.259], [2.014, -5.829, 3.572], [1.904, -5.818, 2.186], [1.660, -4.624, 1.518], [1.514, -3.380, 2.159], [1.245, 1.118, 6.277], [2.847, -0.641, 7.085], [3.035, -2.750, 5.803], [-0.030, 0.662, 4.203], [1.956, -4.636, 5.343], [2.183, -6.755, 4.110], [1.999, -6.747, 1.631], [1.570, -4.671, 0.434], [5.752, 7.068, 5.313], [6.277, 5.461, 4.813], [5.668, 4.324, 5.350], [6.065, 3.069, 4.961], [7.113, 2.844, 3.990], [7.494, 1.593, 3.569], [7.703, 4.060, 3.477], [7.298, 5.310, 3.877], [4.875, 4.438, 6.081], [5.569, 2.203, 5.388], [7.034, 0.693, 3.958], [8.287, 1.477, 2.840], [8.500, 3.973, 2.745], [7.772, 6.193, 3.461]]
}

(3)
{
  "formula": "C54H147N21O21",
  "method": "the ωB97M-V functional and the def2-TZVPD basis",
  "homo_lumo_gap_ev": 8.601,
  "largest_force_ha_per_bohr": 0.046,
  "lumo_energy_ev": 0.21,
  "homo_energy_ev": -8.39,
  "charge": 0,
  "species": ["C", "C", "C", "O", "C", "N", "H", "H", "H", "H", "H", "H", "H", "H", "H", "H", "H", "C", "C", "C", "O", "C", "N", "H", "H", "H", "H", "H", "H", "H", "H", "H", "H", "H", "C", "C", "C", "O", "C", "N", "H", "H", "H", "H", "H", "H", "H", "H", "H", "H", "H", "C", "O", "C", "C", "N", "C", "C", "O", "C", "H", "H", "H", "H", "H", "H", "H", "H", "H", "H", "H", "H", "H", "H", "H", "C", "O", "C", "C", "N", "C", "C", "O", "C", "H", "H", "H", "H", "H", "H", "H", "H", "H", "H", "H", "H", "H", "H", "H", "C", "O", "C", "C", "N", "C", "C", "O", "C", "H", "H", "H", "H", "H", "H", "H", "H", "H", "H", "H", "H", "H", "H", "H", "C", "O", "C", "C", "N", "C", "C", "O", "C", "H", "H", "H", "H", "H", "H", "H", "H", "H", "H", "H", "H", "H", "H", "H", "C", "O", "C", "C", "N", "C", "C", "O", "C", "H", "H", "H", "H", "H", "H", "H", "H", "H", "H", "H", "H", "H", "H", "H", "C", "O", "C", "C", "N", "C", "C", "O", "C", "H", "H", "H", "H", "H", "H", "H", "H", "H", "H", "H", "H", "H", "H", "H", "C", "O", "N", "N", "H", "H", "H", "H", "C", "O", "N", "N", "H", "H", "H", "H", "C", "O", "N", "N", "H", "H", "H", "H", "C", "O", "N", "N", "H", "H", "H", "H", "C", "O", "N", "N", "H", "H", "H", "H", "C", "O", "N", "N", "H", "H", "H", "H"],
  "coordinates": [[-3.837, -0.855, -5.347], [-2.915, -0.775, -4.145], [-1.621, -1.535, -4.419], [-0.706, -1.241, -3.380], [0.368, -2.147, -3.404], [-2.629, 0.660, -3.892], [-4.829, -0.500, -5.080], [-3.903, -1.868, -5.753], [-3.428, -0.249, -6.160], [-3.370, -1.106, -3.208], [-1.210, -1.198, -5.383], [-1.846, -2.603, -4.525], [0.003, -3.154, -3.184], [1.110, -1.985, -2.615], [0.935, -2.101, -4.340], [-2.066, 0.726, -3.047], [-1.958, 0.961, -4.606], [-2.551, 0.077, -0.189], [-1.105, 0.489, -0.083], [-0.212, -0.567, 0.537], [1.037, 0.014, 0.848], [1.945, -0.973, 1.327], [-0.569, 0.882, -1.414], [-2.751, -0.857, -0.723], [-3.115, 0.870, -0.688], [-3.011, -0.064, 0.795], [-1.032, 1.414, 0.502], [-0.088, -1.399, -0.177], [-0.636, -1.046, 1.434], [1.660, -1.314, 2.328], [2.876, -0.423, 1.435], [2.071, -1.785, 0.607], [0.432, 1.027, -1.222], [-0.587, 0.087, -2.061], [3.854, 0.603, -2.867], [3.905, 1.177, -1.450], [5.159, 2.026, -1.210], [6.458, 1.439, -1.088], [6.638, 0.403, -0.136], [2.669, 1.976, -1.206], [4.804, 0.119, -3.114], [3.672, 1.359, -3.637], [3.080, -0.166, -2.928], [3.773, 0.289, -0.822], [4.980, 2.596, -0.286], [5.216, 2.703, -2.064], [7.016, 0.714, 0.844], [7.502, -0.143, -0.539], [5.808, -0.281, 0.011], [2.919, 2.693, -0.515], [2.512, 2.486, -2.075], [6.957, -5.374, -6.695], [6.158, -4.889, -5.669], [5.251, -5.849, -5.173], [4.152, -5.236, -4.346], [4.646, -4.715, -3.097], [3.697, -3.998, -2.276], [2.524, -4.802, -1.742], [1.570, -4.981, -2.775], [0.512, -5.804, -2.323], [6.451, -5.725, -7.608], [7.600, -6.222, -6.407], [7.643, -4.597, -7.037], [5.766, -6.623, -4.588], [4.776, -6.355, -6.027], [3.400, -6.023, -4.235], [3.611, -4.455, -4.910], [5.540, -4.254, -3.136], [3.279, -3.145, -2.842], [4.220, -3.581, -1.412], [2.100, -4.165, -0.949], [2.843, -5.749, -1.295], [-0.354, -5.629, -2.960], [0.252, -5.679, -1.271], [0.763, -6.853, -2.531], [-3.736, 6.622, -4.115], [-3.625, 5.465, -4.903], [-3.815, 5.623, -6.287], [-3.445, 4.371, -7.020], [-2.055, 4.002, -6.861], [-1.697, 2.709, -7.404], [-0.317, 2.330, -6.921], [-0.355, 2.283, -5.491], [0.827, 1.776, -4.916], [-4.784, 6.948, -4.017], [-3.196, 7.496, -4.490], [-3.456, 6.363, -3.096], [-3.306, 6.539, -6.608], [-4.878, 5.789, -6.533], [-3.744, 4.482, -8.076], [-4.111, 3.501, -6.831], [-1.813, 4.027, -5.876], [-1.698, 2.745, -8.496], [-2.399, 1.931, -7.056], [0.438, 3.057, -7.234], [-0.061, 1.309, -7.228], [1.591, 2.569, -4.893], [1.262, 0.907, -5.422], [0.616, 1.535, -3.873], [6.104, 0.830, 7.636], [5.053, 0.083, 7.049], [4.487, -0.883, 7.895], [3.514, -1.711, 7.093], [2.439, -0.873, 6.612], [1.630, -1.457, 5.560], [0.391, -0.636, 5.325], [0.781, 0.591, 4.750], [-0.279, 1.250, 4.096], [6.894, 0.116, 7.889], [5.666, 1.428, 8.437], [6.556, 1.492, 6.898], [3.969, -0.375, 8.721], [5.262, -1.509, 8.356], [3.101, -2.532, 7.689], [4.082, -2.189, 6.273], [2.685, 0.097, 6.509], [1.438, -2.506, 5.799], [2.226, -1.534, 4.634], [-0.232, -0.497, 6.214], [-0.245, -1.249, 4.662], [-0.580, 0.757, 3.165], [0.051, 2.269, 3.892], [-1.172, 1.370, 4.722], [6.013, 0.483, 3.576], [5.936, -0.587, 2.665], [6.501, -1.797, 3.155], [6.509, -2.767, 2.012], [6.894, -4.120, 2.445], [7.055, -5.011, 1.306], [7.917, -6.200, 1.654], [9.262, -5.760, 1.611], [10.182, -6.816, 1.781], [7.047, 0.851, 3.646], [5.641, 0.283, 4.586], [5.417, 1.287, 3.139], [5.941, -2.107, 4.041], [7.516, -1.534, 3.489], [7.201, -2.440, 1.221], [5.518, -2.772, 1.547], [7.835, -3.951, 2.803], [7.509, -4.501, 0.443], [6.085, -5.397, 0.987], [7.828, -6.964, 0.869], [7.618, -6.660, 2.603], [10.012, -7.628, 1.064], [10.072, -7.238, 2.787], [11.174, -6.391, 1.657], [-1.382, 8.105, 6.863], [-1.269, 7.489, 5.596], [-0.250, 6.505, 5.639], [-0.203, 5.817, 4.294], [-1.478, 5.114, 4.090], [-1.606, 4.726, 2.672], [-2.712, 3.718, 2.450], [-3.901, 4.320, 1.996], [-4.610, 3.562, 1.056], [-1.674, 7.371, 7.625], [-2.157, 8.865, 6.802], [-0.433, 8.552, 7.178], [-0.436, 5.783, 6.441], [0.712, 7.006, 5.814], [0.634, 5.124, 4.202], [-0.127, 6.577, 3.502], [-2.224, 5.783, 4.258], [-0.633, 4.327, 2.371], [-1.751, 5.592, 2.012], [-2.895, 3.172, 3.388], [-2.385, 2.921, 1.766], [-5.681, 3.743, 0.979], [-4.447, 2.475, 1.103], [-4.223, 3.814, 0.059], [-9.934, 1.506, 0.463], [-8.886, 0.728, 1.011], [-7.638, 1.429, 0.996], [-6.766, 0.892, 2.100], [-6.028, -0.322, 1.721], [-5.046, -0.713, 2.718], [-5.638, -1.190, 4.039], [-6.644, -2.126, 3.718], [-7.457, -2.515, 4.805], [-10.851, 0.922, 0.441], [-9.666, 1.906, -0.520], [-10.142, 2.359, 1.126], [-7.828, 2.495, 1.155], [-7.243, 1.305, -0.017], [-7.375, 0.642, 2.975], [-6.042, 1.669, 2.346], [-6.722, -1.053, 1.597], [-4.295, 0.073, 2.824], [-4.469, -1.564, 2.335], [-6.137, -0.371, 4.579], [-4.838, -1.573, 4.685], [-8.253, -1.778, 4.960], [-6.903, -2.574, 5.748], [-7.867, -3.493, 4.567], [2.771, 3.455, 2.067], [2.866, 3.967, 0.947], [2.277, 2.191, 2.208], [3.200, 4.071, 3.218], [2.309, 1.752, 3.115], [1.967, 1.619, 1.432], [3.169, 3.623, 4.111], [3.357, 5.050, 3.053], [-5.122, 2.937, -2.627], [-5.684, 3.880, -2.068], [-5.206, 1.654, -2.131], [-4.311, 3.068, -3.717], [-4.817, 0.865, -2.614], [-5.706, 1.520, -1.276], [-3.749, 2.248, -3.935], [-4.010, 4.018, -3.934], [-6.436, -1.425, -2.048], [-6.119, -1.962, -3.122], [-7.726, -1.107, -1.739], [-5.532, -1.392, -1.030], [-8.005, -0.802, -0.823], [-8.301, -1.012, -2.558], [-5.673, -0.838, -0.185], [-4.618, -1.799, -1.142], [-0.955, -3.875, 1.965], [-0.690, -4.168, 3.123], [0.000, -4.027, 0.961], [-2.150, -3.381, 1.509], [0.880, -4.374, 1.296], [-0.226, -3.853, 0.001], [-2.887, -3.360, 2.190], [-2.322, -3.425, 0.506], [-1.076, 4.737, -0.801], [-1.298, 5.934, -0.637], [-1.905, 3.918, -1.524], [-0.033, 4.010, -0.310], [-1.610, 2.964, -1.660], [-2.715, 4.353, -1.923], [0.754, 4.425, 0.159], [-0.086, 3.010, -0.362], [-3.316, -4.336, -2.079], [-3.113, -3.519, -1.172], [-3.999, -3.993, -3.217], [-2.780, -5.598, -2.125], [-4.406, -3.063, -3.239], [-4.525, -4.719, -3.674], [-2.254, -6.038, -1.398], [-2.923, -6.042, -3.012]]
}